Entry 1:
# C4H5NO

A cluster of 2 separate species, C4H5NO in total in a non-equilibrium geometry (wB97M-V/def2-TZVPD, the Open Molecules 2025 dataset).

Structure (SMILES): N#C/C=C1\CO1.[H][H]
Energy above the lowest of the compared OMol25 structures with the same formula, charge and spin, eV: 3.317
HOMO, eV: -9.877
Orbital gap, hartree: 0.3938
E_tot, Eh: -285.2927
Largest force on an atom, eV Å⁻¹: 1.22

Each line ends with the natural charge from an NBO analysis.
Positions of all 11 atoms, in Å:
N: -2.592 0.714 1.983  -0.3198
C: -1.556 0.883 1.489  0.2657
C: -0.283 1.090 0.878  -0.4426
C: 0.004 0.478 -0.265  0.3747
C: -0.218 -0.398 -1.374  -0.1275
O: 1.005 0.390 -1.141  -0.4292
H: 1.976 -1.921 0.548  -0.0025
H: 0.434 1.750 1.354  0.2618
H: 2.125 -1.446 -0.005  -0.0021
H: -0.090 -1.470 -1.240  0.2109
H: -0.804 -0.071 -2.228  0.2106

Entry 2:
# C4H8InO4

A structure of composition C4H8InO4 in a non-equilibrium geometry (wB97M-V/def2-TZVPD, the Open Molecules 2025 dataset).

Spin multiplicity: 2
Energy above the lowest of the compared OMol25 structures with the same formula, charge and spin, eV: 0.000
HOMO (spin up / spin down), eV: -7.190 / -7.154
Orbital gap (spin up / spin down), hartree: 0.1653 / 0.1931
E_tot, Eh: -647.9470
Largest force on an atom, eV Å⁻¹: 2.81

Each line ends with the natural charge from an NBO analysis.
Positions of all 17 atoms, in Å:
In: -1.112 0.365 2.474  0.8617
O: -1.787 -0.976 -0.065  -0.2817
C: -2.183 -2.132 -0.758  -0.1814
C: -1.627 -2.354 -2.259  -0.1689
O: -1.788 -1.331 -3.253  -0.2269
H: -3.272 -2.159 -0.767  0.2440
H: -2.112 -3.082 -0.228  0.2010
H: -2.047 -3.318 -2.549  0.1848
H: -0.546 -2.363 -2.123  0.2356
O: 0.559 1.802 -0.049  -0.3241
C: 1.690 2.446 0.611  -0.1635
C: 2.507 1.824 1.794  -0.0724
O: 1.758 0.994 2.668  -0.9654
H: 1.205 3.389 0.864  0.2146
H: 2.423 2.855 -0.085  0.1702
H: 2.919 2.707 2.283  0.1325
H: 3.414 1.332 1.442  0.1399

Entry 3:
# C20H26N3O6PPt

A structure of composition C20H26N3O6PPt in a non-equilibrium geometry (wB97M-V/def2-TZVPD, the Open Molecules 2025 dataset).

Spin multiplicity: 3
Energy above the lowest of the compared OMol25 structures with the same formula, charge and spin, eV: 0.000
HOMO (spin up / spin down), eV: -3.740 / -7.751
Orbital gap (spin up / spin down), hartree: 0.1038 / 0.1186
E_tot, Eh: -1853.7391
Largest force on an atom, eV Å⁻¹: 2.11

Each line ends with the natural charge from an NBO analysis.
Positions of all 57 atoms, in Å:
C: -2.815 1.265 -3.357  -0.2086
C: -2.613 1.579 -2.017  -0.2274
C: -1.682 0.886 -1.223  -0.0982
C: -0.862 -0.092 -1.822  -0.1355
C: -1.129 -0.446 -3.146  -0.1026
C: -2.031 0.270 -3.936  -0.1948
C: -1.585 1.252 0.220  -0.4283
C: -2.929 1.342 0.981  -0.2552
N: -3.546 0.086 1.310  0.0157
Pt: 0.765 -1.088 -0.933  0.4587
C: -0.423 -1.627 -3.743  -0.7323
P: 0.251 -2.639 -2.346  1.1544
H: -3.184 2.388 -1.558  0.1986
H: -2.126 0.004 -4.991  0.2151
H: -3.570 1.777 -3.954  0.2209
H: 0.430 -1.340 -4.380  0.2548
H: -1.084 -2.261 -4.348  0.2301
H: -0.926 0.572 0.756  0.2610
H: -1.127 2.249 0.305  0.2704
H: -2.699 1.824 1.950  0.2561
C: 1.358 -3.827 -3.086  -0.9791
C: -1.168 -3.565 -1.701  -0.9673
H: -3.648 1.960 0.424  0.2328
C: -4.627 -0.458 0.548  -0.4598
C: -3.082 -0.628 2.468  -0.4696
H: 2.259 -1.949 -0.618  0.0692
H: -5.553 -0.499 1.147  0.2550
H: -4.784 0.158 -0.348  0.2504
H: -4.388 -1.486 0.228  0.2489
H: -3.594 -0.281 3.387  0.2659
H: -3.257 -1.708 2.352  0.2370
H: -2.001 -0.450 2.593  0.2711
H: -1.466 -4.331 -2.425  0.2326
H: -0.870 -4.040 -0.759  0.2488
H: -2.016 -2.902 -1.498  0.2504
H: 0.832 -4.320 -3.917  0.2485
H: 2.258 -3.320 -3.457  0.2670
H: 1.634 -4.570 -2.327  0.2549
H: 1.792 -2.143 0.000  0.0853
O: 1.684 2.048 -0.870  -0.6383
C: 1.782 1.368 0.142  0.7848
O: 1.178 0.232 0.455  -0.8225
C: 2.638 1.752 1.322  -0.1677
C: 2.175 1.493 2.622  -0.2039
C: 3.047 1.657 3.712  -0.0151
C: 4.388 2.008 3.496  -0.1262
C: 4.832 2.250 2.188  -0.0162
C: 3.931 2.213 1.102  -0.2511
N: 6.238 2.412 1.936  0.5026
O: 7.022 2.381 2.908  -0.4121
O: 6.615 2.562 0.753  -0.4204
N: 2.541 1.469 5.045  0.4305
O: 1.333 1.177 5.184  -0.5594
O: 3.323 1.611 6.010  -0.5134
H: 1.160 1.149 2.795  0.2197
H: 5.074 2.105 4.332  0.2702
H: 4.245 2.469 0.093  0.2439

Entry 4:
# C5H4Cl4N4

A cluster of 2 separate species, C5H4Cl4N4 in total in a non-equilibrium geometry (wB97M-V/def2-TZVPD, the Open Molecules 2025 dataset).

Energy above the lowest of the compared OMol25 structures with the same formula, charge and spin, eV: 0.951
HOMO (spin up / spin down), eV: -9.499 / -9.497
Orbital gap (spin up / spin down), hartree: 0.2712 / 0.2711
E_tot, Eh: -2252.6175
Largest force on an atom, eV Å⁻¹: 3.61

Each line ends with the natural charge from an NBO analysis.
Positions of all 17 atoms, in Å:
C: 1.634 1.174 -2.292  0.2273
C: -1.867 -0.577 0.039  0.1911
C: 0.845 0.477 -1.305  -0.0294
C: -1.027 0.516 0.384  0.2949
C: -0.438 1.306 -0.852  -0.0572
N: 2.327 1.675 -3.058  -0.2213
N: -2.436 -1.552 -0.152  -0.1863
N: 0.744 -0.913 -1.632  -0.8322
N: -0.503 0.778 1.524  -0.6333
Cl: 2.001 0.411 0.021  0.0001
Cl: -3.244 1.901 0.698  -0.6018
Cl: -1.579 1.133 -2.303  0.0558
Cl: -0.085 3.014 -0.544  0.1056
H: 0.114 -1.540 -1.205  0.4111
H: 1.027 -1.079 -2.585  0.4097
H: -0.755 0.353 2.397  0.4412
H: -0.024 1.623 1.519  0.4247

Entry 5:
# C3H2BrNS2

A cluster of 2 separate species, C3H2BrNS2 in total in a non-equilibrium geometry (wB97M-V/def2-TZVPD, the Open Molecules 2025 dataset).

Structure (SMILES): N=C1SS1.C#CBr
Energy above the lowest of the compared OMol25 structures with the same formula, charge and spin, eV: 0.240
HOMO, eV: -8.820
Orbital gap, hartree: 0.3104
E_tot, Eh: -3540.5102
Largest force on an atom, eV Å⁻¹: 3.48

Each line ends with the natural charge from an NBO analysis.
Positions of all 9 atoms, in Å:
C: 1.966 1.710 0.965  -0.2434
C: 1.356 1.980 0.001  -0.1759
C: -1.155 -0.702 0.105  -0.0446
N: -0.752 -0.826 -1.033  -0.6452
S: -2.525 -0.378 1.092  0.1059
S: -0.610 -0.968 1.645  0.2032
Br: 0.417 2.365 -1.498  0.1889
H: 2.295 1.677 1.934  0.2297
H: -1.273 -0.945 -1.858  0.3814

Entry 6:
# C36H62O24S7

A cluster of 10 separate species, C36H62O24S7 in total in a non-equilibrium geometry (wB97M-V/def2-TZVPD, the Open Molecules 2025 dataset).

Structure (SMILES): CCOS(C)(=O)=O.CCOS(C)(=O)=O.CCOS(C)(=O)=O.CCOS(C)(=O)=O.O=S1(=O)OCCO1.O=S1(=O)OCCO1.O=S1(=O)OCCO1.c1ccccc1.c1ccccc1.c1ccccc1
HOMO, eV: -9.335
Orbital gap, hartree: 0.3446
E_tot, Eh: -6001.6606
Largest force on an atom, eV Å⁻¹: 4.23

Each line ends with the Löwdin charge.
Positions of all 129 atoms, in Å:
C: 16.733 4.940 13.185  -0.1620
C: 17.347 3.616 13.581  -0.1940
O: 18.525 3.848 14.367  -0.2103
S: 18.352 5.207 15.304  0.7564
O: 19.472 6.166 15.125  -0.2534
O: 17.874 4.839 16.614  -0.2409
O: 17.019 5.679 14.381  -0.2355
H: 15.663 4.759 13.085  0.1383
H: 17.282 5.379 12.352  0.1329
H: 17.536 3.031 12.680  0.1367
H: 16.633 3.152 14.261  0.1284
C: 8.076 7.074 25.977  -0.1809
C: 6.722 7.664 25.764  -0.2258
O: 6.431 7.685 24.383  -0.1803
S: 7.438 6.591 23.576  0.7312
O: 8.535 7.236 22.892  -0.2463
O: 6.684 5.545 22.920  -0.2308
O: 7.985 6.020 25.027  -0.2063
H: 8.143 6.593 26.953  0.1404
H: 8.907 7.777 25.921  0.1308
H: 6.790 8.684 26.140  0.1286
H: 5.888 7.312 26.372  0.1357
C: 13.922 -0.050 23.179  -0.2085
C: 12.654 -0.859 22.964  -0.1581
O: 11.659 0.183 22.841  -0.2052
S: 12.015 1.463 23.855  0.7216
O: 11.302 1.367 25.120  -0.2457
O: 11.989 2.738 23.153  -0.2496
O: 13.574 0.975 24.085  -0.1878
H: 14.498 0.261 22.308  0.1328
H: 14.651 -0.799 23.488  0.1302
H: 12.342 -1.618 23.682  0.1342
H: 12.836 -1.385 22.027  0.1285
O: 16.541 9.838 18.369  -0.3054
S: 16.741 10.459 19.661  0.6531
O: 17.875 11.355 19.766  -0.3009
O: 15.351 11.235 20.193  -0.2975
C: 14.681 12.101 19.223  -0.2570
C: 13.554 11.349 18.520  -0.0624
C: 16.799 9.281 21.113  -0.0824
H: 15.456 12.502 18.570  0.1124
H: 14.407 13.003 19.771  0.1196
H: 12.823 11.014 19.256  0.0780
H: 13.949 10.552 17.890  0.0680
H: 13.098 12.134 17.918  0.0768
H: 16.013 8.536 20.987  0.0629
H: 16.778 10.029 21.906  0.0629
H: 17.781 8.812 21.177  0.0668
O: 1.187 1.167 20.518  -0.3165
S: 1.398 1.848 19.201  0.7138
O: 0.933 3.200 18.948  -0.3101
O: 3.066 1.722 18.689  -0.2815
C: 3.982 2.638 19.338  -0.2766
C: 4.212 3.835 18.446  -0.0746
C: 0.532 0.965 17.927  -0.1338
H: 4.900 2.084 19.538  0.1185
H: 3.547 2.890 20.305  0.1112
H: 4.806 3.641 17.552  0.0759
H: 4.709 4.590 19.055  0.0804
H: 3.275 4.212 18.036  0.0718
H: 0.643 1.443 16.953  0.0772
H: -0.494 1.085 18.276  0.0725
H: 0.785 -0.095 17.905  0.0728
O: 12.927 10.251 26.572  -0.3072
S: 13.531 9.155 25.808  0.6671
O: 14.896 9.287 25.320  -0.3103
O: 13.427 7.783 26.696  -0.2906
C: 14.104 6.577 26.250  -0.2878
C: 13.737 5.359 27.044  -0.0595
C: 12.339 8.722 24.398  -0.0694
H: 15.119 6.848 26.542  0.1158
H: 14.025 6.380 25.181  0.1214
H: 12.683 5.241 26.793  0.0788
H: 13.921 5.530 28.105  0.0907
H: 14.186 4.500 26.545  0.0874
H: 12.905 8.793 23.469  0.0579
H: 11.557 9.479 24.453  0.0579
H: 11.973 7.731 24.666  0.0513
O: 5.762 8.247 15.888  -0.3208
S: 6.315 9.270 14.957  0.6696
O: 5.472 9.922 13.982  -0.2855
O: 7.306 10.352 15.689  -0.2881
C: 8.103 9.854 16.819  -0.2354
C: 7.305 10.127 18.113  -0.0661
C: 7.663 8.415 14.014  -0.1008
H: 9.034 10.414 16.910  0.1180
H: 8.346 8.794 16.740  0.1038
H: 7.375 11.166 18.436  0.0753
H: 7.713 9.543 18.938  0.0771
H: 6.269 9.851 17.919  0.0692
H: 8.421 9.168 13.802  0.0696
H: 7.160 7.894 13.200  0.0657
H: 7.963 7.639 14.719  0.0471
C: 13.916 -1.572 18.061  -0.0917
C: 12.824 -0.726 18.173  -0.1213
C: 12.842 0.658 18.157  -0.0734
C: 14.132 1.256 18.015  -0.0548
C: 15.251 0.393 17.925  -0.1105
C: 15.117 -0.940 17.955  -0.1432
H: 13.800 -2.637 18.195  0.1048
H: 11.849 -1.159 18.341  0.0957
H: 11.979 1.246 18.434  0.0976
H: 14.318 2.317 18.094  0.0939
H: 16.211 0.886 17.964  0.1018
H: 16.008 -1.550 17.951  0.1055
C: 10.529 5.272 17.298  -0.0937
C: 10.691 5.367 18.661  -0.0844
C: 11.782 6.118 19.173  -0.0938
C: 12.720 6.600 18.318  -0.1079
C: 12.547 6.575 16.922  -0.0883
C: 11.410 5.990 16.457  -0.1093
H: 9.676 4.718 16.936  0.0977
H: 10.049 4.881 19.381  0.0996
H: 11.944 6.198 20.238  0.0983
H: 13.553 7.129 18.758  0.0962
H: 13.292 7.124 16.365  0.1008
H: 11.187 5.938 15.402  0.0941
C: 15.294 12.466 11.760  -0.1300
C: 14.123 12.083 12.280  -0.1103
C: 14.126 11.169 13.321  -0.0955
C: 15.317 10.868 13.938  -0.1078
C: 16.504 11.261 13.385  -0.0898
C: 16.495 12.022 12.225  -0.0874
H: 15.319 13.064 10.861  0.1069
H: 13.185 12.420 11.864  0.1055
H: 13.176 10.753 13.622  0.0984
H: 15.277 9.992 14.568  0.1024
H: 17.409 11.006 13.917  0.1062
H: 17.428 12.150 11.696  0.1050